Density functional theory data (ωB97M-V/def2-TZVPD) for a structure of composition C16H18N2O4RuS2Se at a distorted geometry.

Geometry as XYZ:
```
44
Properties=species:S:1:pos:R:3
Ru 0.475 -1.539 -0.125
C 0.485 -0.263 2.773
N 0.713 0.224 1.398
C -0.354 1.152 0.947
C -0.257 1.324 -0.556
N -0.582 0.045 -1.235
C -0.076 0.046 -2.624
C -2.038 -0.162 -1.209
C -2.863 0.557 -2.067
C -4.238 0.396 -2.032
C -4.795 -0.494 -1.121
C -3.980 -1.198 -0.255
C -2.590 -1.039 -0.276
S -1.586 -1.919 0.848
C 2.003 0.920 1.327
C 2.261 1.984 2.190
C 3.455 2.678 2.138
C 4.410 2.300 1.197
C 4.156 1.258 0.332
C 2.944 0.545 0.371
S 2.664 -0.728 -0.769
H 0.569 0.539 3.511
H 1.226 -1.031 2.990
H -0.507 -0.702 2.830
H -0.255 2.123 1.443
H -1.315 0.719 1.221
H 0.766 1.588 -0.831
H -0.925 2.120 -0.900
H -0.487 0.876 -3.206
H -0.344 -0.903 -3.083
H 1.007 0.132 -2.589
H -2.434 1.254 -2.776
H -4.866 0.953 -2.715
H -5.867 -0.644 -1.092
H -4.403 -1.902 0.449
H 1.513 2.278 2.916
H 3.639 3.499 2.818
H 5.356 2.826 1.140
H 4.893 0.964 -0.405
O 0.122 -2.859 -1.525
Se 0.431 -4.291 -0.591
O 1.468 -5.249 -1.350
O 1.143 -3.381 0.648
O -0.941 -4.999 -0.155
```

Results
Charge: -1
Multiplicity: 2
F_max, hartree/bohr: 0.02817
Relative energy (zero: lowest compared OMol25 entry of this formula, charge and spin), kcal/mol: 6.5
Electronic energy, a.u.: -4323.7103
Expectation value of S²: 0.75

Atomic partial charges in e from the Löwdin method, atoms 1 to 6: 0.89, -0.09, -0.25, -0.17, -0.15, -0.26

=====

Density functional theory data (ωB97M-V/def2-TZVPD) for a structure of composition C4H7KO2 at a distorted geometry.

Geometry as XYZ:
```
14
Properties=species:S:1:pos:R:3
O -2.200 -0.098 1.153
C -2.034 0.206 -0.217
C -0.676 -0.370 -0.663
C 0.357 -0.229 0.450
C 1.703 -0.199 0.040
O 2.738 0.014 0.744
K 5.034 1.262 0.340
H 0.310 0.330 1.400
H -1.985 1.308 -0.359
H -2.843 -0.287 -0.785
H -0.368 0.139 -1.591
H -0.857 -1.432 -0.903
H -1.045 -0.391 1.456
H 1.866 -0.253 -1.063
```

Results
Charge: -1
Multiplicity: 2
F_max, hartree/bohr: 0.09244
Relative energy (zero: lowest compared OMol25 entry of this formula, charge and spin), kcal/mol: 0.0
Electronic energy, a.u.: -906.9541
Expectation value of S²: 0.75

Atomic partial charges in e from the Löwdin method, atoms 1 to 6: -0.23, -0.35, -0.26, -0.19, -0.42, -0.32

=====

Density functional theory data (ωB97M-V/def2-TZVPD) for the molecule C17H19N3O3S at a distorted geometry.

Geometry as XYZ:
```
43
Properties=species:S:1:pos:R:3
C -6.585 -0.496 -1.494
C -5.087 -0.675 -1.302
O -4.720 0.013 -0.124
C -3.408 -0.023 0.281
C -2.375 -0.662 -0.374
C -1.077 -0.627 0.150
C -0.008 -1.294 -0.555
N 1.170 -1.347 -0.078
N 2.139 -1.956 -0.769
C 3.443 -2.013 -0.369
O 4.258 -2.615 -1.032
C 3.756 -1.283 0.921
C 4.383 -2.225 1.936
S 4.957 0.047 0.515
C 3.889 1.324 -0.045
C 4.456 2.501 -0.541
C 3.603 3.495 -0.971
C 2.229 3.291 -0.894
C 1.776 2.089 -0.381
N 2.584 1.127 0.035
C -0.835 0.063 1.337
C -1.864 0.709 1.991
C -3.152 0.673 1.478
O -4.161 1.307 2.124
H -6.904 -1.015 -2.393
H -7.121 -0.901 -0.640
H -6.826 0.559 -1.588
H -4.541 -0.263 -2.161
H -4.840 -1.741 -1.204
H -2.554 -1.197 -1.294
H -0.255 -1.750 -1.524
H 1.923 -2.401 -1.668
H 2.863 -0.785 1.297
H 5.238 -2.731 1.492
H 3.653 -2.971 2.243
H 4.714 -1.671 2.811
H 5.528 2.606 -0.579
H 3.999 4.421 -1.364
H 1.533 4.046 -1.223
H 0.721 1.868 -0.289
H 0.170 0.089 1.722
H -1.694 1.251 2.907
H -4.974 1.165 1.618
```

Results
F_max, hartree/bohr: 0.02384
Relative energy (zero: lowest compared OMol25 entry of this formula, charge and spin), kcal/mol: 46.2
SMILES: CCOc1cc(/C=N/NC(=O)[C@@H](C)Sc2ccccn2)ccc1O
Electronic energy, a.u.: -1447.3642

Atomic partial charges in e from the Löwdin method, atoms 1 to 6: -0.06, -0.26, -0.06, -0.19, 0.03, -0.22

=====

Density functional theory data (ωB97M-V/def2-TZVPD) for a structure of composition C5H8NiO3 at a distorted geometry.

Geometry as XYZ:
```
17
Properties=species:S:1:pos:R:3
O -0.230 1.152 1.202
C 0.684 0.300 -0.263
C 0.650 -1.087 0.344
O 0.024 -1.023 1.620
C -0.445 0.211 1.993
O -1.242 0.126 2.947
Ni -1.378 -1.703 3.403
C 0.759 0.462 -1.711
C -0.752 0.705 -1.518
H 1.355 1.000 0.246
H 1.678 -1.424 0.519
H 0.123 -1.807 -0.295
H 1.294 1.354 -2.039
H 0.977 -0.462 -2.253
H -1.042 1.716 -1.814
H -1.122 0.602 -0.438
H -1.332 -0.122 -1.943
```

Results
Charge: +1
Multiplicity: 4
F_max, hartree/bohr: 0.09969
Relative energy (zero: lowest compared OMol25 entry of this formula, charge and spin), kcal/mol: 56.4
Electronic energy, a.u.: -1928.8816
Expectation value of S²: 3.75

Atomic partial charges in e from the Löwdin method, atoms 1 to 6: 0.07, -0.10, -0.06, -0.10, -0.65, -0.09

=====

Density functional theory data (ωB97M-V/def2-TZVPD) for the ion C4H7N2O with charge +1 at a distorted geometry.

Geometry as XYZ:
```
14
Properties=species:S:1:pos:R:3
C -0.833 2.243 -0.385
C 0.010 -0.984 -0.798
C 1.372 0.181 0.841
C -1.307 -1.245 -0.015
N 0.515 0.310 -0.326
N -0.288 1.240 -0.316
O -1.562 -0.475 0.870
H -1.386 3.152 -0.542
H 0.701 -1.740 -0.340
H 1.798 -0.814 1.040
H 0.671 0.396 1.713
H 2.245 0.864 0.631
H -1.961 -1.944 -0.481
H 0.024 -1.183 -1.893
```

Results
Charge: +1
Multiplicity: 3
F_max, hartree/bohr: 0.12487
Relative energy (zero: lowest compared OMol25 entry of this formula, charge and spin), kcal/mol: 100.1
Electronic energy, a.u.: -340.8185
Expectation value of S²: 2.01

Atomic partial charges in e from the Löwdin method, atoms 1 to 6: 0.36, -0.05, 0.01, -0.26, -0.17, 0.04

=====

Density functional theory data (ωB97M-V/def2-TZVPD) for the molecule C5H11NO2 at a distorted geometry.

Geometry as XYZ:
```
19
Properties=species:S:1:pos:R:3
C 2.419 -0.846 1.120
C 1.144 -1.085 0.331
N 0.344 0.167 0.272
C -1.030 -0.014 -0.202
C -1.127 -0.400 -1.672
O -0.801 -1.512 -2.007
C -1.820 1.229 0.184
O -1.688 2.233 -0.808
H 2.395 -1.295 2.112
H 3.273 -1.328 0.634
H 2.687 0.206 1.220
H 0.514 -1.861 0.749
H 1.423 -1.382 -0.685
H 0.881 0.787 -0.327
H -1.440 -0.835 0.389
H -1.640 0.283 -2.367
H -1.450 1.568 1.148
H -2.877 1.071 0.427
H -1.207 3.014 -0.516
```

Results
F_max, hartree/bohr: 0.02628
Relative energy (zero: lowest compared OMol25 entry of this formula, charge and spin), kcal/mol: 47.9
SMILES: CCN[C@H](C=O)CO
Electronic energy, a.u.: -402.3019

Atomic partial charges in e from the Löwdin method, atoms 1 to 6: -0.10, -0.27, -0.03, -0.31, -0.19, 0.06

=====

Density functional theory data (ωB97M-V/def2-TZVPD) for the molecule C2H4N2 at a distorted geometry.

Geometry as XYZ:
```
8
Properties=species:S:1:pos:R:3
C 0.962 -0.109 -0.205
C -0.634 0.341 0.131
N -1.573 -0.629 -0.179
N -1.268 -0.531 1.016
H 0.981 -0.890 0.462
H 1.634 0.700 -0.082
H 0.903 -0.346 -1.335
H -1.006 1.463 0.192
```

Results
F_max, hartree/bohr: 0.12037
Relative energy (zero: lowest compared OMol25 entry of this formula, charge and spin), kcal/mol: 73.1
SMILES: CC1N=N1
Electronic energy, a.u.: -188.0019

Atomic partial charges in e from the Löwdin method, atoms 1 to 6: -0.02, -0.43, 0.09, 0.08, 0.01, 0.03